Below is C4H5NO2 in the gas phase, with properties calculated with ωB97M-V/def2-TZVPD.

```
12
Properties=species:S:1:pos:R:3
C -0.534 1.512 -0.424
C -0.167 0.564 0.684
C -0.789 -0.847 0.660
C 1.402 -0.921 -0.658
H 0.082 2.564 -0.586
H -0.177 0.918 1.712
H -1.330 -1.025 -0.145
H -1.176 -1.054 1.713
H 1.563 -1.987 -0.697
N 0.534 -0.555 0.428
O -1.361 1.028 -1.320
O 1.953 -0.196 -1.368
```

Output
- E_HOMO (eV) = -9.527
- LUMO (eV) = 0.171
- SMILES = O=C[C@H]1CN1C=O

How is the electron density shared among the atoms? According to Löwdin, the charges in e are: -0.09 -0.26 -0.04 -0.29 0.17 0.14 0.06 0.14 0.13 -0.05 -0.03 0.12



Below is C4H5NO2 in the gas phase, with properties calculated with ωB97M-V/def2-TZVPD.

```
12
Properties=species:S:1:pos:R:3
O -0.498 1.938 -1.272
C -0.228 0.793 -1.530
C 0.378 -0.190 -0.539
C 0.753 0.367 0.845
N -0.150 -0.309 1.794
C -0.894 -1.030 1.076
O -0.703 -1.085 -0.266
H -0.477 0.329 -2.510
H 1.171 -0.772 -1.019
H 1.789 0.172 1.120
H 0.574 1.440 0.892
H -1.716 -1.652 1.409
```

Output
- E_HOMO (eV) = -9.874
- LUMO (eV) = 0.711
- SMILES = O=C[C@H]1CN=CO1

How is the electron density shared among the atoms? According to Löwdin, the charges in e are: 0.08 -0.18 -0.25 -0.14 0.09 -0.22 -0.02 0.13 0.15 0.12 0.11 0.14



Below is C4H5NO2S in the gas phase, with properties calculated with ωB97M-V/def2-TZVPD.

```
13
Properties=species:S:1:pos:R:3
C -1.504 0.695 0.083
C 0.792 0.825 -0.331
C 2.016 0.420 0.056
C 2.293 -1.040 0.152
H -4.236 -1.409 0.627
H -1.348 1.824 0.075
H 0.445 1.772 -0.684
H 2.862 0.968 -0.223
H 1.229 -1.585 0.553
N -2.727 0.373 0.320
O -0.362 0.103 -0.320
O 3.361 -1.555 -0.068
S -2.820 -1.390 -0.242
```

Output
- E_HOMO (eV) = -9.247
- LUMO (eV) = -0.111
- SMILES = O=C/C=C\O/C=N\S

How is the electron density shared among the atoms? According to Löwdin, the charges in e are: -0.43 -0.10 -0.01 -0.28 0.01 0.14 0.11 0.10 0.17 -0.25 -0.08 0.05 0.57



Below is C4H5NO2S in the gas phase, with properties calculated with ωB97M-V/def2-TZVPD.

```
13
Properties=species:S:1:pos:R:3
C 1.716 1.120 0.034
C 1.828 -0.198 0.115
C -0.678 -0.969 -0.537
C -1.007 0.215 0.050
N -2.252 0.795 0.202
O 2.867 -1.023 0.184
O -1.190 -2.188 -0.290
S 0.008 1.671 -0.060
H 2.380 1.947 0.048
H -2.492 1.230 -0.621
H -2.972 0.200 0.706
H 3.653 -0.659 -0.230
H -1.860 -2.142 0.398
```

Output
- E_HOMO (spin up / spin down) (eV) = -7.884 / -7.790
- LUMO (spin up / spin down) (eV) = -0.795 / -0.710

How is the electron density shared among the atoms? According to Löwdin, the charges in e are: -0.41 -0.23 -0.07 -0.67 -0.04 0.03 0.03 0.93 0.04 0.04 0.13 0.11 0.10



Below is C4H5NO2S in the gas phase, with properties calculated with ωB97M-V/def2-TZVPD.

```
13
Properties=species:S:1:pos:R:3
C 0.001 -0.925 -1.322
C 1.445 -1.067 -0.795
C 0.437 -0.166 -0.154
C -0.802 1.468 1.157
H -1.098 -1.939 -0.227
H -0.157 -0.377 -2.273
H 1.653 -1.943 -0.214
H 2.249 -0.724 -1.382
H -1.380 2.364 1.432
N -1.018 0.294 1.563
O -0.909 -1.999 -1.194
O -0.181 -0.641 1.068
S 0.506 1.614 -0.037
```

Output
- E_HOMO (eV) = -8.950
- LUMO (eV) = 0.639
- SMILES = O[C@@H]1C[C@]12ON=CS2

How is the electron density shared among the atoms? According to Löwdin, the charges in e are: -0.30 0.00 -0.69 -0.42 0.10 0.16 0.12 0.09 0.09 -0.02 0.00 -0.11 0.99



Below is C4H5NO2S in the gas phase, with properties calculated with ωB97M-V/def2-TZVPD.

```
13
Properties=species:S:1:pos:R:3
C -0.666 -0.962 -0.510
C -1.519 -0.005 -0.201
C 0.802 -0.753 -0.372
C -0.279 1.628 0.232
N -2.867 0.174 -0.091
O -3.515 -0.236 -1.038
O -3.354 0.762 0.845
S 1.080 1.072 -0.710
H -0.955 -1.907 -0.743
H 1.218 -0.842 0.715
H 1.335 -1.251 -1.030
H -0.775 2.600 -0.140
H -0.063 1.562 1.368
```

Output
- E_HOMO (eV) = -9.138
- LUMO (eV) = -0.602

How is the electron density shared among the atoms? According to Löwdin, the charges in e are: -0.11 -0.06 -0.39 -0.37 -0.43 0.09 0.09 0.80 0.09 0.12 0.01 0.07 0.07



Below is C4H5NO2S in the gas phase, with properties calculated with ωB97M-V/def2-TZVPD.

```
13
Properties=species:S:1:pos:R:3
C 2.838 -0.156 -0.347
C 1.397 -0.201 0.090
C -1.424 -0.369 -0.028
C 0.758 1.041 0.634
H 2.976 0.626 -1.129
H 3.125 -1.108 -0.761
H 3.493 0.041 0.511
H 1.390 1.904 0.459
H 0.508 0.942 1.695
N 0.773 -1.301 -0.096
O -0.554 -1.354 0.357
O -2.589 -0.616 -0.172
S -0.824 1.286 -0.230
```

Output
- E_HOMO (eV) = -9.980
- LUMO (eV) = 0.379
- SMILES = CC1=NOC(=O)SC1

How is the electron density shared among the atoms? According to Löwdin, the charges in e are: -0.03 -0.40 -0.78 -0.39 0.10 0.07 0.09 0.08 0.10 0.11 -0.03 0.06 1.02



Below is C4H5NO3 in the gas phase, with properties calculated with ωB97M-V/def2-TZVPD.

```
13
Properties=species:S:1:pos:R:3
C -0.133 -1.615 0.120
C 0.240 0.870 -1.573
C -0.030 0.990 0.043
C -0.628 -0.293 0.615
O 1.608 0.687 -0.135
N -1.532 -0.203 1.492
O 0.533 0.977 -2.665
O -0.351 2.114 0.390
H 2.024 1.554 0.004
H -1.712 0.776 1.734
H 0.931 -1.726 0.338
H -0.689 -2.417 0.600
H -0.261 -1.713 -0.963
```

Output
- E_HOMO (eV) = -10.213
- LUMO (eV) = 0.080

How is the electron density shared among the atoms? According to Löwdin, the charges in e are: -0.03 0.07 -0.54 -0.35 -0.06 0.18 0.28 0.05 0.09 0.07 0.09 0.09 0.08



Below is C4H5NO3 as an isolated structure, with properties calculated with ωB97M-V/def2-TZVPD.

```
13
Properties=species:S:1:pos:R:3
C 0.135 -0.093 -1.837
C 0.155 0.478 0.066
C -1.029 0.069 -0.872
C 0.499 -0.394 1.328
N 1.113 0.232 -1.070
O -0.068 1.728 0.543
O 0.768 0.139 2.387
O 0.423 -1.723 1.103
H 0.069 -0.439 -2.856
H -1.691 1.031 -1.050
H -1.629 -0.841 -0.754
H 0.525 2.151 1.175
H 0.729 -2.339 1.834
```

Output
- E_HOMO (eV) = -10.068
- LUMO (eV) = 0.605

How is the electron density shared among the atoms? According to Löwdin, the charges in e are: -0.12 -0.49 -0.04 -0.41 0.16 0.04 0.11 0.10 0.10 0.15 0.11 0.12 0.16



Below is C4H5NO3 in the gas phase, with properties calculated with ωB97M-V/def2-TZVPD.

```
13
Properties=species:S:1:pos:R:3
C 1.418 -0.049 0.272
C 0.689 1.031 0.156
C -0.636 0.739 -0.048
C 0.552 -1.144 0.091
H 3.205 0.621 -0.794
H 0.862 2.047 0.190
H -2.508 1.339 -0.056
H -2.373 -1.282 0.988
H 0.759 -2.174 -0.084
N -0.814 -0.616 -0.221
O 2.796 -0.218 -0.077
O -1.553 1.665 -0.047
O -2.042 -1.409 -0.067
```

Output
- E_HOMO (eV) = -7.417
- LUMO (eV) = 0.061
- SMILES = Oc1cc(O)n(O)c1

How is the electron density shared among the atoms? According to Löwdin, the charges in e are: -0.34 -0.04 -0.39 0.02 0.24 0.11 0.16 0.20 0.10 -0.05 -0.08 0.10 -0.04



We obtain ΔE to the lowest compared entry with this formula, charge and spin values of 85.56 30.52 123.35 179.74 96.68 165.30 54.94 72.23 46.81 134.35 kcal/mol for the records listed above, in that order.
We obtain molecular weight values of 99.089 99.089 131.156 131.156 131.156 131.156 131.156 115.088 115.088 115.088 g/mol for the records listed above, in that order.